# 1
ORCA calculation (ωB97M-V/def2-TZVPD) on a structure of composition C34H57N3O2PrSSi.

Calculated values
* ⟨S²⟩: 2.003
* net charge: +1
* gap between HOMO and LUMO (spin up / spin down): 7.93 / 8.00 eV
* multiplicity: 3
* DFT total energy: -77527.5645 eV

Last column: Mulliken charge in e.
Element x y z (Å)
Pr  0.45483  0.22876  2.03745  0.70
S  0.79068  2.75550  6.20217  -0.37
Si  2.89772  3.33600  -3.17497  0.25
O  0.87469  -0.25906  -4.37180  -0.23
O  1.00210  -1.62637  0.67172  0.09
N  -0.94367  -1.05989  3.56402  0.60
N  1.34449  1.47772  3.78479  -0.68
N  -1.68199  1.22167  1.82809  0.77
C  1.83383  -1.00682  -5.13059  -0.23
C  -2.48384  1.47710  2.87521  1.26
C  1.12220  2.04499  4.82759  0.51
C  -2.39273  3.10205  -1.87615  -0.90
C  0.57278  -2.87875  4.14023  1.22
C  2.49494  3.84523  -4.94380  -0.99
C  -2.39598  -1.25851  5.56789  -1.65
C  -0.30779  3.71905  1.24715  -1.30
C  -2.45993  0.73918  4.07136  -1.58
C  -1.53993  3.69740  -0.94869  -0.95
C  -1.50100  -0.40050  -4.95886  -1.19
C  -0.12842  -5.17996  3.89512  -0.92
C  3.20729  4.90972  -2.19443  -1.02
C  4.44013  2.26031  -3.17653  -0.97
C  -1.22717  3.06755  0.25339  1.56
C  -3.38508  2.67521  2.80081  -1.69
C  0.31113  -3.10130  -1.19129  -1.69
C  -1.65691  -3.40256  3.26086  1.15
C  -1.37477  -4.75980  3.42143  -0.95
C  -0.18998  0.35129  -5.12288  -0.25
C  -0.67963  -2.46797  3.65133  -0.23
C  -3.37343  -0.08008  -0.04129  -0.86
C  0.05924  -2.64531  0.22755  0.91
C  2.42752  -1.86163  0.39585  -0.40
C  -1.88213  -0.51144  4.35621  0.96
C  2.95618  -3.09475  1.09746  -1.05
C  0.83701  -4.23838  4.24856  -0.57
C  1.50550  2.31376  -2.42228  0.39
C  -2.97725  1.87095  -1.58693  -0.99
C  -2.72090  1.22467  -0.38276  0.54
C  1.60086  -1.89316  4.61025  -1.53
C  -2.97048  -2.93434  2.71644  -1.87
C  -1.85001  1.83529  0.54102  -0.41
C  1.24164  -2.18226  -5.89084  -1.28
H  1.81173  -4.54344  4.63168  0.48
H  2.33071  2.96565  -5.58183  0.28
H  1.54579  2.32747  -1.32177  -0.11
H  -2.90367  -1.94294  2.24546  0.15
H  2.05301  -2.79459  -6.29282  0.40
H  0.24174  -2.26843  -1.90096  0.45
H  -3.34947  -3.63814  1.96172  0.50
H  -3.84118  -0.06094  0.95329  0.25
H  -1.64403  -1.92681  6.00484  0.31
H  4.21118  1.27016  -3.59455  0.26
H  -0.29487  1.36727  -4.71029  0.27
H  0.07116  0.42411  -6.19391  0.42
H  -3.67159  1.41423  -2.29782  0.44
H  2.34197  -0.32474  -5.83349  0.29
H  -3.74031  -2.87420  3.49965  0.34
H  1.87101  -2.11014  5.65766  0.52
H  5.24006  2.71307  -3.77817  0.31
H  0.62843  -2.81758  -5.24046  0.25
H  -4.16977  -0.30447  -0.76468  0.51
H  3.32397  4.42783  -5.37241  0.35
H  2.50187  -4.00736  0.69339  0.28
H  0.12047  4.62872  0.79967  0.48
H  1.52019  1.25342  -2.74382  -0.03
H  4.03985  -3.16613  0.94057  0.51
H  -0.92960  -2.18036  0.31892  -0.47
H  0.09196  -6.24257  4.01279  0.43
H  -2.12769  -5.50424  3.16542  0.48
H  4.17243  5.35524  -2.47639  0.31
H  -2.72138  -0.54251  6.33426  0.56
H  1.26608  -0.85160  4.59090  0.30
H  0.52660  2.72244  -2.71753  -0.17
H  2.53577  -1.93556  -0.69316  0.32
H  -3.26967  -1.86284  5.28355  0.18
H  -3.04521  1.16138  4.88317  0.32
H  0.63244  -1.84321  -6.73695  0.33
H  -0.44965  -3.83976  -1.46537  0.48
H  -1.40666  -1.43955  -5.30068  0.34
H  -2.60420  3.60552  -2.82520  0.46
H  0.54718  3.09362  1.57274  0.16
H  -1.81969  -0.39767  -3.90815  0.12
H  2.56820  -1.36125  -4.39425  0.28
H  -0.84232  4.03802  2.15588  0.19
H  4.81462  2.12100  -2.15299  0.31
H  2.77050  -3.05914  2.17966  0.09
H  1.29229  -3.57400  -1.29291  0.35
H  -1.09544  4.67530  -1.15709  0.42
H  -2.28094  0.08399  -5.55544  0.40
H  -4.03634  2.65055  1.92096  0.28
H  3.22829  4.70896  -1.11446  0.29
H  0.09980  -3.47717  0.93907  0.10
H  2.42244  5.65481  -2.38839  0.31
H  2.53032  -1.97170  4.02087  0.15
H  -2.80181  3.60460  2.77650  0.24
H  -2.67374  -0.93245  -0.06359  0.05
H  1.59099  4.46967  -4.98247  0.33
H  2.93745  -0.94701  0.73695  0.50
H  -4.01295  2.69486  3.69260  0.51

# 2
ORCA calculation (ωB97M-V/def2-TZVPD) on a structure of composition C34H58Al2BeCl2F6I2N3NaO14S.

Calculated values
* net charge: +2
* gap between HOMO and LUMO: 1.17 eV
* multiplicity: 1
* DFT total energy: -155690.6925 eV

Last column: Mulliken charge in e.
Element x y z (Å)
I  -0.29405  1.62376  -1.82323  -0.01
I  2.41455  4.17781  1.52209  0.23
Cl  1.28119  -6.42897  0.07485  -0.05
Cl  4.80682  -7.94406  -0.03523  1.60
S  3.43374  -1.51196  2.84428  0.10
Al  -2.35131  -0.61721  -8.93688  0.85
Al  8.14588  7.86708  3.05551  0.72
Na  -5.51830  -1.45080  -1.79475  0.77
F  7.78423  9.44193  3.59877  -0.35
F  7.65941  7.70388  1.42252  -0.38
F  3.27470  -2.31927  5.26325  -0.56
F  9.82232  7.57437  3.18406  -0.40
F  7.29330  6.72689  4.00597  -0.37
F  1.39702  -0.13999  3.31392  -0.29
O  -4.49765  -3.40197  -7.53592  -0.49
O  -1.00763  6.87161  1.76582  -0.44
O  4.16879  -8.20625  1.23337  -0.42
O  -6.02378  -2.27596  -5.66066  -0.66
O  7.08942  3.57505  1.89787  -0.31
O  6.17977  -8.30823  0.00137  -0.50
O  4.10226  -8.67927  -1.04527  -0.45
O  -6.73424  1.53610  -8.28797  -0.50
O  9.01294  4.35539  2.37621  -0.23
O  4.67935  -6.52262  -0.29958  -0.39
O  8.90978  2.57896  0.97509  -0.59
O  -2.97419  6.10909  2.58259  -0.40
O  -5.26934  0.35577  -10.20567  -0.54
O  -1.10106  -1.96689  0.43725  0.04
N  1.96242  -0.77779  2.17589  0.88
N  2.68644  -1.98613  -2.84746  -0.60
N  -0.30153  0.20459  0.92722  1.55
C  -1.30588  0.35935  1.99621  -0.98
C  -2.05899  6.90347  2.40002  0.89
C  3.20997  -1.61362  -0.45015  -0.04
C  0.92201  -1.75735  1.76511  -1.53
C  -0.67942  -4.40088  0.66130  -0.61
C  10.44420  4.32309  2.34091  -0.67
C  -6.06890  -3.18617  -0.26000  -0.48
C  1.01178  2.11561  -0.15620  -1.47
C  6.22220  2.66937  1.24705  0.09
C  -6.36809  -3.50583  1.18985  1.25
C  -6.43079  -0.30795  -6.89694  -0.96
C  -4.81054  -1.57409  -8.94794  -1.22
C  -3.81506  -0.66553  -0.06577  -0.53
C  -6.22851  0.34404  -8.05982  0.33
C  0.03442  -1.16278  0.63598  -1.28
C  -5.86144  -2.85914  2.23928  -0.16
C  -5.85928  -1.62042  -6.67659  0.97
C  -3.80826  0.06006  1.29822  -0.04
C  -2.61647  1.00181  1.50268  -2.00
C  -0.81806  -3.17022  -0.25524  -0.45
C  0.74866  3.53785  0.33642  -0.99
C  -0.60955  3.78458  0.99215  -0.61
C  8.40489  3.42073  1.67918  0.72
C  2.97396  -0.12562  -0.11282  -1.58
C  -2.26723  8.28955  3.14973  -0.84
C  0.87358  1.06039  0.99755  -1.10
C  3.77173  -1.69650  -1.88973  -1.03
C  6.18578  1.31703  1.93635  -0.51
C  2.22682  0.28658  1.17399  -0.70
C  -5.58555  -1.36790  2.35623  -1.25
C  -5.41433  -0.25792  -9.17091  0.82
C  -7.30008  -4.69048  1.35650  -1.98
C  -4.07918  -0.92564  2.43890  -0.62
C  -5.01358  -2.22269  -7.77639  0.48
Be  -5.85154  -5.34132  3.99681  0.06
H  -4.76150  -0.46486  -0.58332  -0.04
H  10.78645  5.22925  2.83240  0.19
H  -0.23949  -4.13878  1.61537  0.51
H  -8.10527  -4.63477  0.62807  0.46
H  0.30196  -2.01907  2.61691  0.26
H  4.21171  -0.71970  -2.11375  0.35
H  0.05656  -3.10644  -0.90979  0.24
H  -1.63115  -4.90728  0.76665  0.45
H  2.85543  1.00567  1.70048  0.98
H  -4.99444  -3.34461  -0.50429  0.09
H  5.43194  0.66877  1.47586  -0.17
H  -2.92614  -0.35910  -0.61642  0.50
H  -3.20254  8.27976  3.69800  0.31
H  -6.11711  -1.04571  3.24822  0.41
H  -0.95443  0.97166  2.82474  0.76
H  4.57050  -2.42938  -1.92479  0.58
H  6.49012  2.57114  0.19244  0.37
H  5.24531  3.14492  1.29541  -0.20
H  2.31926  -2.23521  -0.42718  0.07
H  -6.76391  -5.62166  1.15344  0.37
H  3.97035  -2.06522  0.17753  0.31
H  -7.67775  -4.70617  2.37118  0.39
H  -1.66799  -3.35559  -0.91353  0.52
H  2.92509  -2.71438  3.20803  0.32
H  -6.45505  -2.17477  -0.55971  -0.02
H  10.81069  3.45460  2.88738  0.30
H  5.94977  1.43610  2.99563  0.30
H  2.01791  2.14739  -0.56004  0.92
H  -5.64797  -3.43650  3.17527  -0.13
H  3.09906  -2.27314  -3.73020  0.28
H  1.40102  -2.65955  1.40242  0.91
H  0.04303  -5.09749  0.12525  -0.23
H  -0.61684  4.80582  1.39987  0.20
H  -2.48349  1.57703  0.59065  0.32
H  -6.08816  -0.88715  1.51455  0.42
H  0.57640  -1.14307  -0.31366  0.58
H  -1.43513  3.70860  0.28939  0.28
H  -3.95429  -0.44398  3.40692  0.65
H  -7.02291  0.11762  -6.09934  0.43
H  0.77135  4.14915  -0.56148  0.80
H  10.81012  4.31107  1.31676  0.33
H  0.80568  1.70098  1.87085  1.01
H  -4.22508  -2.00650  -9.75593  0.74
H  3.96824  0.31253  -0.06688  0.58
H  -2.27970  9.08341  2.40663  0.31
H  7.15153  0.81781  1.87307  0.45
H  -1.48585  -0.61621  2.44529  0.54
H  2.23720  -1.09698  -3.05264  0.18
H  -6.61585  -3.88914  -0.88862  0.50
H  -1.43502  8.43508  3.83498  0.30
H  -3.69207  -1.72312  0.16383  -0.05
H  -4.79486  -3.66207  -6.63747  0.37
H  -2.92634  1.73200  2.25182  0.43
H  -3.44956  -1.81335  2.38976  0.22
H  -4.69065  0.70241  1.26526  1.08
H  -0.75318  3.13922  1.85662  0.21
H  -6.46451  1.80107  -9.19094  0.38
H  2.54105  0.30153  -1.01407  0.59